{
  "formula": "C6H8N",
  "method": "ωB97M-V with the def2-TZVPD basis set",
  "smiles": "C#C[N+]1=C(CC)C1",
  "total_charge": 1,
  "multiplicity": 1,
  "orbital_gap_ev": 9.125,
  "homo_ev": -14.623,
  "lumo_ev": -5.50,
  "e_tot_ha": -287.7280,
  "de_lowest_kj_mol": 599.1,
  "species": ["C", "C", "N", "C", "C", "C", "C", "H", "H", "H", "H", "H", "H", "H", "H"],
  "xyz": [[2.305870, -1.019224, -2.015300], [1.232993, -0.861815, -1.449670], [0.342995, -1.109965, -0.506716], [-0.533533, -0.571933, 0.343150], [-1.103509, 0.664078, 0.807005], [-0.624688, 2.039242, 0.209165], [-0.092983, -1.956029, 0.554619], [3.153691, -0.890503, -2.570794], [-2.205257, 0.651576, 0.710634], [-0.879163, 0.667805, 1.841976], [0.577668, 2.187501, 0.194984], [-0.921089, 2.812419, 0.894126], [-1.043485, 2.239418, -0.803973], [0.585064, -2.135275, 1.424840], [-0.794572, -2.717294, 0.365956]],
  "forces_ev_per_a": [[-3.6, 0.8, 1.6], [3.1, -1.0, -1.1], [-3.4, 2.9, 1.7], [2.8, -1.2, -2.8], [-0.3, 1.9, -1.4], [2.7, -0.5, -0.7], [0.3, -0.5, 2.8], [1.8, 0.0, -1.2], [0.3, -0.4, 0.2], [0.0, -0.1, 1.4], [-2.8, -0.8, -0.2], [-0.5, 0.3, 0.2], [0.4, -0.2, 0.8], [-0.3, 0.0, -0.9], [-0.5, -1.1, -0.6]]
}